Record 1
Computed, not measured: a molecular structure, C30H45BrN2P2STi in a non-equilibrium geometry, with ωB97M-V/def2-TZVPD.

```
82
Properties=species:S:1:pos:R:3:forces:R:3:mulliken_charge:R:1
Br -2.510 1.063 -1.707 -0.753 0.521 -0.230 -0.21
Ti -0.256 0.443 -1.437 -0.561 0.686 -0.004 -0.16
S -0.923 -1.803 -0.964 -1.207 -0.652 0.294 -0.37
P 0.294 1.470 0.786 0.994 0.622 1.148 1.85
P -4.715 0.286 0.067 -0.334 0.258 0.027 0.23
N 7.340 -2.082 1.739 0.362 -0.132 0.341 -0.56
N 0.859 -2.770 0.737 1.194 0.048 -1.202 0.02
C -1.348 0.335 2.854 -0.171 -0.089 0.105 -1.31
C 2.984 0.739 1.192 0.130 -0.172 0.114 -1.11
C 0.720 1.480 -2.859 -1.349 -0.360 -1.776 0.33
C -6.649 -0.550 -1.864 -0.484 0.061 -0.215 -1.40
C -6.840 2.143 -0.510 -0.595 0.123 -0.056 -1.23
C 2.859 -3.699 -0.115 0.396 0.186 0.341 -0.50
C -0.030 4.269 0.590 -0.040 0.352 -0.191 -1.24
C -0.550 3.014 1.275 -0.602 0.056 0.053 -0.52
C 2.156 -0.217 -2.279 -0.021 -0.059 0.035 0.73
C 3.247 0.709 -2.312 -0.764 0.740 -0.110 0.93
C 0.078 0.537 2.353 0.306 -0.491 0.096 -0.77
C -5.349 1.983 -0.237 0.497 0.460 -0.014 -0.31
C 1.012 0.085 -3.056 2.077 0.874 0.443 -1.02
C 2.182 -3.073 0.914 -0.265 -0.476 -0.267 -0.61
C 0.316 -2.886 -0.533 -0.538 -0.319 1.373 0.21
C 7.209 -0.793 1.428 -0.369 -0.064 -0.784 -0.57
C 1.645 2.501 -2.784 0.567 -0.523 0.411 -0.76
C 2.075 1.931 0.892 0.054 0.274 0.043 -0.74
C 6.851 -3.022 0.929 -0.177 0.590 -0.375 -0.48
C -6.467 -0.656 2.012 -0.465 -0.140 0.131 -1.27
C 2.154 -4.197 -1.226 -0.267 -0.091 0.550 -0.20
C 6.082 -2.698 -0.193 -0.068 0.348 0.650 -0.54
C 4.682 -0.982 -1.330 0.986 0.639 -1.599 -0.37
C -5.331 -0.892 -1.177 0.534 -0.628 -0.703 -0.33
C 2.973 2.056 -2.643 1.127 -0.392 -0.602 -0.50
C 4.564 0.255 -1.910 -0.564 -0.960 0.354 -1.00
C 0.816 -3.882 -1.372 0.758 0.191 0.052 -0.64
C -5.012 -0.290 1.778 0.652 0.004 0.202 -0.22
C 5.754 -1.345 -0.427 1.262 -0.222 0.285 0.53
C 6.457 -0.371 0.322 -0.385 -0.556 0.348 -0.58
H -5.335 -1.930 -0.802 0.122 0.512 0.230 0.44
H -0.560 4.455 -0.348 0.124 0.001 0.062 0.33
H 5.418 0.903 -2.119 -0.228 0.128 0.891 0.59
H -0.460 3.110 2.369 0.153 -0.177 -0.304 0.54
H -7.134 0.184 1.808 0.056 -0.088 0.061 0.30
H 3.941 -3.807 -0.052 -0.532 -0.176 0.245 0.61
H 4.026 0.954 0.922 -0.318 -0.053 0.107 0.28
H 0.594 -0.426 2.225 -0.121 0.200 0.149 0.09
H 2.688 -0.162 0.636 0.094 0.152 -0.010 -0.08
H 2.957 0.494 2.262 0.046 0.028 -0.246 0.49
H -7.459 -0.416 -1.134 0.177 0.073 -0.420 0.33
H 3.837 2.725 -2.728 -0.412 -0.047 0.052 0.42
H -6.496 0.356 -2.466 -0.323 -0.369 0.206 0.36
H 2.345 2.419 -0.058 -0.061 -0.259 0.291 0.32
H -4.801 2.402 -1.101 -0.082 -0.356 0.442 0.33
H -1.621 2.867 1.071 0.182 0.148 0.054 0.12
H -6.774 -1.501 1.394 -0.014 0.036 -0.030 0.33
H 0.552 -0.595 -3.782 -0.555 0.164 0.674 0.63
H 7.670 -0.048 2.086 -0.063 -0.429 -0.204 0.36
H -4.342 -1.160 1.942 -0.371 0.363 -0.155 0.32
H 0.661 1.081 3.113 -0.118 -0.030 -0.252 0.60
H -7.112 3.205 -0.416 0.110 -0.341 0.069 0.39
H 1.039 4.201 0.369 -0.148 0.143 0.049 0.27
H -0.180 5.136 1.243 0.013 -0.164 -0.245 0.37
H -7.065 1.837 -1.540 -0.124 0.298 0.679 0.28
H -4.674 0.484 2.493 -0.114 -0.177 -0.487 0.35
H 2.642 -4.820 -1.968 0.026 0.025 0.159 0.48
H -6.616 -0.946 3.053 0.044 0.017 -0.047 0.40
H -1.907 -0.386 2.244 0.130 0.117 0.021 0.19
H -1.314 -0.042 3.886 -0.105 0.088 -0.322 0.46
H -6.962 -1.336 -2.569 0.338 0.109 0.386 0.42
H 4.079 -1.814 -1.712 -0.305 0.524 0.685 0.66
H 2.630 -2.805 1.872 -0.124 -0.166 -0.299 0.46
H 7.041 -4.064 1.201 0.036 0.361 -0.098 0.38
H -7.451 1.562 0.195 0.057 0.313 -0.358 0.21
H 6.339 0.695 0.119 -0.099 -0.295 0.105 0.45
H -1.911 1.276 2.863 0.120 -0.179 0.051 0.29
H -4.557 -0.856 -1.966 -0.151 -0.198 0.389 0.33
H 2.188 2.690 1.685 -0.092 -0.200 -0.224 0.67
H 5.695 -3.492 -0.827 0.061 0.164 -0.001 0.83
H 0.333 -2.324 1.492 0.155 0.095 -0.650 0.39
H 2.161 -1.041 -1.564 0.626 -0.743 -0.805 -0.67
H -5.042 2.601 0.627 -0.039 -0.393 -0.185 0.39
H 1.400 3.566 -2.807 -0.074 -0.406 0.332 0.52
H 0.209 -4.320 -2.149 -0.013 0.478 -0.312 0.47
```
Positions in Å, forces in eV/Å.

Its net charge is +2. The HOMO energy (alpha / beta) is -0.45385 / -0.45447 Eh. As for the spin multiplicity: 3.

***

Record 2
Computed, not measured: a molecular structure, C29H48Cl2N3O4SiTeTl in a non-equilibrium geometry, with ωB97M-V/def2-TZVPD.

```
89
Properties=species:S:1:pos:R:3:forces:R:3:mulliken_charge:R:1
Tl 2.745 -4.947 -0.395 1.644 0.546 5.233 0.42
Te 0.454 -1.794 1.181 -0.216 0.710 -0.900 0.35
Cl 0.443 -0.518 -0.973 -2.139 1.757 3.895 -0.21
Cl 0.339 -4.262 -0.343 -1.550 -0.505 -0.743 -0.62
Si 2.540 -2.659 -3.756 -0.115 -2.428 -0.401 -0.27
O 1.874 2.391 -0.099 0.378 0.081 -0.350 -0.71
O 3.548 -2.146 -0.358 1.964 1.387 0.360 -0.44
O 2.852 -5.558 -2.246 -0.557 1.420 -4.144 -0.38
O -0.614 -0.349 -4.629 -0.327 -0.017 0.420 -0.59
N 4.937 -0.319 -0.630 0.155 -0.479 -0.020 0.29
N -2.296 -1.315 -3.381 0.242 0.538 -0.285 0.29
N -0.005 3.081 0.968 0.245 -0.020 -0.124 0.23
C 0.557 -8.416 -5.468 -0.602 -0.591 -0.636 -1.57
C -1.932 -2.681 -3.704 -0.105 -0.321 0.203 -0.93
C -1.575 -0.263 -3.873 -0.418 -0.346 0.319 0.12
C -1.982 -0.395 2.390 0.682 0.212 0.985 -0.54
C 2.984 -6.556 -3.160 0.283 0.160 0.476 -0.34
C -0.684 3.148 2.252 0.246 -0.346 0.270 -0.48
C 1.721 -7.736 -4.864 -0.171 0.088 -0.396 -0.11
C 4.071 -5.898 -5.369 0.627 0.472 -0.135 0.48
C -1.965 0.570 4.623 0.241 -0.120 -0.090 -0.51
C 1.645 -6.933 -3.812 1.554 -0.475 0.095 0.31
C 1.447 -1.978 -2.479 3.080 -2.176 -2.155 0.87
C 1.684 -3.322 -5.313 0.900 0.486 0.240 -0.87
C 6.601 -5.977 -4.177 0.008 -0.308 -0.086 -0.67
C 6.482 -5.757 -5.560 -0.015 0.361 -0.008 -0.57
C 4.409 -2.576 -3.682 -0.529 -0.135 -0.375 -0.67
C -2.657 0.202 3.462 -0.095 -0.038 -0.332 -0.57
C 0.373 -6.626 -3.090 -0.200 0.123 -0.154 -1.13
C 4.202 -6.202 -4.025 -0.662 -0.820 0.050 0.40
C 5.463 -6.235 -3.411 0.130 0.478 -0.438 -0.39
C 4.638 -1.558 -0.169 -1.255 -0.334 -0.470 -0.32
C 6.335 0.126 -0.679 0.009 -0.161 0.113 -0.95
C 1.058 2.251 0.782 -0.813 -0.153 0.933 0.06
C -0.600 -0.616 2.539 0.310 0.433 0.032 0.36
C 0.116 -0.288 3.707 -1.272 0.167 -0.242 -0.28
C 3.954 0.467 -1.380 -0.052 0.007 0.017 -0.48
C -0.121 4.225 0.087 0.112 0.024 0.007 -0.92
C 5.215 -5.675 -6.144 0.057 -0.230 0.234 -1.20
C -0.594 0.314 4.749 0.102 -0.079 0.139 -0.55
C -3.449 -1.119 -2.508 0.294 0.071 -0.007 -0.88
H 3.074 -5.800 -5.793 0.299 -0.215 -0.056 0.65
H -3.736 0.370 3.393 0.367 0.009 0.057 0.35
H 0.936 -2.532 -5.591 0.448 -0.834 0.077 0.54
H 3.568 -0.100 -2.246 0.126 0.270 0.350 -0.06
H 0.123 -7.395 -2.343 0.177 0.219 -0.076 0.29
H 6.361 1.219 -0.805 0.015 -0.482 0.217 0.33
H 0.705 -2.745 -2.201 0.150 0.652 -0.164 -0.06
H -2.467 -0.723 1.472 -0.048 0.158 0.297 0.39
H 2.225 -1.792 -1.696 -1.217 0.142 -0.600 -0.53
H -0.065 0.574 5.668 -0.243 0.002 -0.196 0.36
H -0.009 3.506 3.049 -0.251 0.026 -0.170 0.27
H -3.240 -1.460 -1.479 -0.001 0.103 -0.369 0.28
H 6.880 -0.333 -1.524 -0.210 0.196 0.277 0.31
H 4.648 -1.502 -3.817 0.314 -0.488 0.093 0.52
H 2.674 -7.945 -5.353 -0.135 0.015 0.428 0.39
H 7.379 -5.597 -6.174 -0.432 -0.124 0.324 0.36
H -1.526 3.840 2.168 0.096 -0.240 0.067 0.33
H -1.045 2.153 2.537 0.000 0.281 -0.028 0.01
H 6.836 -0.153 0.257 -0.038 0.150 -0.279 0.35
H -1.972 0.714 -3.498 0.263 -0.423 -0.283 0.27
H 0.645 4.978 0.308 -0.065 -0.001 -0.093 0.32
H 4.476 1.366 -1.737 -0.359 -0.298 0.035 0.49
H 5.462 -2.042 0.398 -0.279 0.169 -0.212 0.29
H -4.313 -1.687 -2.892 0.272 0.256 0.080 0.31
H -1.106 4.664 0.238 0.043 0.032 -0.165 0.34
H 5.095 -5.509 -7.211 0.171 0.118 0.103 0.36
H -1.516 -3.195 -2.820 -0.066 0.151 -0.238 0.31
H -0.450 -6.614 -3.808 -0.083 -0.015 0.040 0.39
H -0.278 -7.757 -5.715 0.015 0.100 0.116 0.33
H 1.085 1.415 1.530 0.058 0.446 -0.402 0.31
H 5.538 -6.388 -2.329 -0.067 -0.123 -0.415 0.40
H 1.123 -1.150 -3.130 -0.428 0.128 0.607 0.33
H -1.200 -2.694 -4.516 -0.203 0.079 0.203 0.12
H 4.809 -3.198 -4.513 -0.031 0.495 0.561 0.31
H 0.403 -5.657 -2.585 0.083 -0.224 0.020 -0.04
H 0.160 -9.211 -4.833 -0.043 0.048 0.148 0.28
H 0.848 -8.904 -6.394 -0.010 -0.067 -0.209 0.41
H -3.689 -0.048 -2.490 -0.038 -0.328 0.070 0.30
H 1.204 -4.313 -5.051 0.490 1.060 -0.413 0.14
H -2.838 -3.226 -4.009 0.284 0.101 -0.018 0.40
H 2.496 -3.411 -6.083 -1.094 -0.208 0.380 0.35
H 4.757 -2.958 -2.697 -0.254 0.359 -0.632 0.10
H 3.309 -7.370 -2.517 0.034 -1.181 -0.412 0.57
H 3.122 0.784 -0.732 0.303 -0.227 -0.391 0.07
H 1.174 -0.542 3.764 -0.234 0.283 0.129 0.42
H -0.001 3.899 -0.948 -0.012 0.105 0.098 0.26
H 7.596 -6.017 -3.712 -0.481 0.083 -0.231 0.39
H -2.499 1.055 5.443 0.140 -0.194 -0.252 0.37
```
Positions in Å, forces in eV/Å.

The HOMO energy is -0.24122 Eh.

***

ΔE to the lowest compared entry with this formula, charge and spin / kcal/mol: 40.1 161.9
Calculated total energy / eV: -157373.0255 -88417.4055